The following is a quantum chemistry calculation of a structure of composition C4H11NO2, from OMol25.

```
! RIJCOSX wB97M-V def2-TZVPD def2/J DEFGRID3
* xyz 0 1
C -3.956 -0.383 0.410
C 0.672 1.671 0.005
C 1.063 0.149 -0.040
C 3.096 -1.238 -0.099
H -2.550 -0.591 -0.738
H -4.689 0.771 0.250
H -4.516 -1.535 0.540
H -3.179 -0.049 1.238
H 1.158 2.192 -1.165
H 1.017 2.333 1.165
H -0.625 1.844 0.006
H 3.158 0.671 -0.997
H 2.570 -2.084 -0.501
H 4.167 -1.064 -0.147
H 3.276 -1.354 0.919
N 2.393 -0.022 -0.247
O -3.469 -0.473 -0.837
O 0.416 -0.839 0.238
*
```

Computed properties:
F_max: 0.14462 Eh/bohr
E_HOMO: -9.6 eV
Orbital gap: 9.98 eV
E_tot: -364.00369 hartree
Energy relative to the best compared isomer or geometry (same formula, charge and spin): 166.0 kcal per mole